No. 1
{
  "formula": "C14H16N2O4S",
  "method": "ωB97M-V/def2-TZVPD",
  "species": ["C", "C", "O", "C", "O", "C", "S", "C", "N", "N", "C", "C", "O", "C", "C", "C", "C", "C", "C", "C", "O", "H", "H", "H", "H", "H", "H", "H", "H", "H", "H", "H", "H", "H", "H", "H", "H"],
  "positions_angstrom": [[3.72, 1.96, -1.34], [4.67, 1.14, -0.48], [3.95, 0.19, 0.31], [3.80, -1.03, -0.18], [4.31, -1.44, -1.19], [2.95, -1.92, 0.71], [1.87, -0.98, 1.84], [1.00, -0.11, 0.64], [1.13, -0.20, -0.65], [0.24, 0.67, -1.18], [-0.37, 1.24, -0.20], [-1.44, 2.27, -0.28], [-2.55, 1.98, 0.53], [-3.29, 0.85, 0.26], [-4.31, 0.58, 1.17], [-5.11, -0.53, 0.99], [-4.90, -1.38, -0.08], [-3.88, -1.11, -0.99], [-3.66, -2.01, -2.17], [-3.08, 0.01, -0.82], [0.07, 0.79, 1.01], [3.03, 2.52, -0.71], [3.15, 1.30, -1.99], [4.29, 2.65, -1.95], [5.20, 1.77, 0.24], [5.39, 0.60, -1.10], [2.35, -2.57, 0.09], [3.60, -2.52, 1.35], [-1.72, 2.40, -1.33], [-1.06, 3.23, 0.11], [-4.45, 1.25, 2.00], [-5.90, -0.74, 1.70], [-5.52, -2.25, -0.21], [-4.32, -1.73, -2.99], [-2.63, -1.94, -2.52], [-3.87, -3.05, -1.91], [-2.30, 0.20, -1.53]],
  "max_force_ev_per_a": 1.65,
  "e_tot_ha": -1351.7255,
  "orbital_gap_ev": 9.3,
  "lumo_energy_ev": 0.615,
  "de_lowest_ev": 2.0633
}

No. 2
{
  "formula": "C14H16NO",
  "method": "ωB97M-V/def2-TZVPD",
  "species": ["C", "O", "C", "C", "C", "C", "C", "N", "C", "C", "C", "C", "C", "C", "C", "C", "H", "H", "H", "H", "H", "H", "H", "H", "H", "H", "H", "H", "H", "H", "H", "H"],
  "positions_angstrom": [[4.98, -1.65, -0.53], [4.45, -0.31, -0.67], [3.15, -0.06, -0.36], [2.78, 1.28, -0.47], [1.48, 1.61, -0.23], [0.54, 0.65, 0.07], [-0.87, 1.31, 0.21], [-1.03, 1.76, 1.56], [-2.07, 0.38, -0.16], [-3.33, 0.91, 0.09], [-4.47, 0.16, -0.08], [-4.39, -1.17, -0.49], [-3.14, -1.74, -0.76], [-1.96, -0.96, -0.59], [0.93, -0.66, 0.38], [2.24, -1.05, 0.09], [6.08, -1.55, -0.60], [4.68, -2.06, 0.46], [4.59, -2.30, -1.34], [3.54, 1.99, -0.76], [1.25, 2.66, -0.18], [-0.92, 2.24, -0.45], [-1.98, 2.14, 1.51], [-0.34, 2.50, 1.77], [-0.92, 0.93, 2.13], [-3.43, 1.93, 0.42], [-5.43, 0.57, 0.18], [-5.27, -1.79, -0.53], [-3.04, -2.80, -1.04], [-0.99, -1.46, -0.79], [0.32, -1.36, 0.97], [2.57, -2.09, 0.20]],
  "max_force_ev_per_a": 4.67,
  "e_tot_ha": -672.7931,
  "charge": 1,
  "orbital_gap_ev": 8.6,
  "lumo_energy_ev": -3.154,
  "de_lowest_ev": 0.3860
}

No. 3
{
  "formula": "C14H16NO4ReS3",
  "method": "ωB97M-V/def2-TZVPD",
  "species": ["Re", "C", "C", "C", "C", "C", "C", "C", "C", "C", "H", "H", "H", "H", "H", "H", "H", "H", "H", "H", "H", "H", "O", "N", "C", "C", "C", "C", "C", "S", "H", "H", "H", "H", "O", "S", "O", "O", "S"],
  "positions_angstrom": [[-1.16, 0.12, -0.13], [-1.99, -3.33, 0.89], [-0.86, -2.63, 0.18], [-1.07, -2.00, -1.08], [0.00, -1.42, -1.79], [-0.21, -0.85, -3.18], [1.28, -1.52, -1.24], [1.52, -2.19, -0.04], [2.91, -2.28, 0.51], [0.44, -2.72, 0.66], [-2.63, -2.63, 1.43], [-1.60, -4.05, 1.60], [-2.62, -3.85, 0.17], [-2.03, -2.13, -1.57], [-0.60, 0.17, -3.14], [-0.92, -1.45, -3.74], [0.73, -0.82, -3.72], [2.11, -1.10, -1.79], [3.08, -1.45, 1.21], [3.66, -2.22, -0.27], [3.06, -3.20, 1.07], [0.62, -3.25, 1.59], [-0.02, 1.47, -0.96], [0.55, 2.35, -0.08], [0.83, 3.58, -0.56], [1.44, 4.48, 0.27], [1.74, 4.12, 1.59], [1.42, 2.86, 2.04], [0.80, 1.95, 1.18], [0.33, 0.33, 1.61], [0.55, 3.76, -1.58], [1.66, 5.47, -0.11], [2.21, 4.83, 2.25], [1.61, 2.55, 3.06], [-1.94, 1.80, 0.67], [-3.48, 1.60, 0.86], [-4.21, 2.56, 0.11], [-3.79, 1.34, 2.22], [-3.40, -0.24, -0.15]],
  "max_force_ev_per_a": 0.39,
  "e_tot_ha": -2171.3828,
  "charge": 1,
  "s_squared": 0.7618,
  "orbital_gap_ev": [6.7, 7.3],
  "lumo_energy_ev": [-5.323, -5.039],
  "de_lowest_ev": 0.0000,
  "multiplicity": 2
}

No. 4
{
  "formula": "C14H16O",
  "method": "ωB97M-V/def2-TZVPD",
  "species": ["C", "C", "C", "C", "C", "O", "C", "C", "H", "H", "H", "H", "H", "H", "H", "H", "C", "C", "C", "C", "C", "C", "C", "H", "H", "H", "H", "H", "H", "H", "H"],
  "positions_angstrom": [[1.40, 2.84, -0.77], [2.28, 1.91, 0.02], [1.71, 1.14, 1.06], [2.47, 0.17, 1.68], [3.77, -0.01, 1.24], [4.52, -1.11, 1.65], [4.41, 0.81, 0.34], [3.62, 1.79, -0.29], [0.44, 2.40, -1.06], [1.93, 3.04, -1.70], [1.10, 3.78, -0.29], [0.65, 1.28, 1.23], [1.99, -0.41, 2.46], [4.08, -1.52, 2.42], [5.34, 0.47, -0.08], [3.98, 2.29, -1.19], [-3.72, -0.02, 1.20], [-3.27, -0.88, 0.03], [-2.48, -0.28, -0.96], [-1.96, -1.07, -1.99], [-2.12, -2.44, -1.96], [-2.85, -3.05, -0.94], [-3.41, -2.26, 0.04], [-3.75, 1.04, 0.88], [-2.98, -0.15, 1.98], [-4.78, -0.05, 1.45], [-2.25, 0.77, -0.82], [-1.38, -0.59, -2.76], [-1.67, -3.03, -2.75], [-3.07, -4.11, -0.93], [-4.01, -2.75, 0.80]],
  "max_force_ev_per_a": 1.82,
  "e_tot_ha": -618.2868,
  "orbital_gap_ev": 9.1,
  "lumo_energy_ev": 0.766,
  "de_lowest_ev": 0.7940
}

No. 5
{
  "formula": "C14H16O",
  "method": "ωB97M-V/def2-TZVPD",
  "species": ["C", "C", "C", "C", "C", "O", "C", "C", "H", "H", "H", "H", "H", "H", "H", "H", "C", "C", "C", "C", "C", "C", "C", "H", "H", "H", "H", "H", "H", "H", "H"],
  "positions_angstrom": [[0.01, -0.49, 2.68], [0.90, -0.91, 1.55], [0.42, -1.15, 0.27], [1.26, -1.42, -0.80], [2.62, -1.59, -0.56], [3.55, -1.68, -1.57], [3.13, -1.35, 0.71], [2.28, -1.00, 1.75], [-1.05, -0.59, 2.48], [0.11, 0.55, 2.98], [0.29, -1.04, 3.59], [-0.64, -1.03, 0.10], [0.82, -1.62, -1.76], [3.12, -1.79, -2.43], [4.20, -1.23, 0.85], [2.68, -0.78, 2.72], [-3.91, 0.12, -1.36], [-2.76, 0.99, -0.93], [-1.60, 1.09, -1.70], [-0.42, 1.58, -1.13], [-0.46, 2.18, 0.11], [-1.68, 2.32, 0.79], [-2.80, 1.68, 0.28], [-3.67, -0.93, -1.22], [-4.04, 0.18, -2.44], [-4.81, 0.44, -0.88], [-1.58, 0.75, -2.73], [0.52, 1.35, -1.60], [0.43, 2.58, 0.58], [-1.66, 2.81, 1.75], [-3.72, 1.72, 0.85]],
  "max_force_ev_per_a": 1.42,
  "e_tot_ha": -618.2994,
  "orbital_gap_ev": 9.1,
  "lumo_energy_ev": 0.793,
  "de_lowest_ev": 0.4523
}

No. 6
{
  "formula": "C14H16O",
  "method": "ωB97M-V/def2-TZVPD",
  "species": ["C", "C", "C", "C", "C", "O", "C", "C", "H", "H", "H", "H", "H", "H", "H", "H", "C", "C", "C", "C", "C", "C", "C", "H", "H", "H", "H", "H", "H", "H", "H"],
  "positions_angstrom": [[1.85, 1.20, 1.90], [1.67, 1.77, 0.44], [2.42, 1.24, -0.64], [1.90, 1.62, -1.87], [1.13, 2.73, -2.07], [0.87, 2.92, -3.40], [0.41, 3.24, -0.96], [0.77, 2.77, 0.28], [2.97, 1.16, 2.09], [1.24, 0.28, 1.93], [1.35, 1.92, 2.60], [3.15, 0.47, -0.49], [2.41, 1.08, -2.82], [0.50, 3.81, -3.54], [-0.40, 3.95, -1.30], [0.23, 3.32, 1.16], [-2.06, -3.40, 2.27], [-1.47, -2.65, 1.03], [-1.91, -1.34, 1.02], [-1.93, -0.67, -0.16], [-1.30, -1.17, -1.29], [-0.68, -2.44, -1.20], [-0.72, -3.13, -0.05], [-2.21, -4.28, 1.71], [-2.96, -3.03, 2.63], [-1.33, -3.61, 3.00], [-2.23, -0.73, 1.93], [-2.29, 0.47, -0.15], [-1.11, -0.62, -2.16], [-0.16, -2.90, -1.93], [-0.09, -4.00, 0.06]],
  "max_force_ev_per_a": 5.63,
  "e_tot_ha": -618.2047,
  "orbital_gap_ev": 9.2,
  "lumo_energy_ev": 0.821,
  "de_lowest_ev": 3.0272
}